Record 1
105
Properties=species:S:1:pos:R:3:forces:R:3 method="wB97M-V/def2-TZVPD" total_charge=-1 e_above_lowest_kcal_mol=26.2 gap_ev=5.08
O -0.292 -0.475 -2.173 0.254 -0.413 0.242
C -2.311 4.940 3.040 0.014 -0.034 0.031
C 3.285 1.064 -2.019 -0.020 0.049 -0.059
H 4.646 1.653 1.486 0.016 0.006 -0.010
C -2.632 -3.606 2.209 -0.057 0.031 -0.042
H 1.630 3.856 -4.838 -0.005 -0.001 0.000
C -3.235 -0.092 -2.233 -0.069 -0.036 0.012
O 1.711 -2.977 -5.656 0.064 0.068 0.048
C 0.278 -1.433 -2.783 -0.247 0.302 -0.254
H -3.654 -3.454 3.978 -0.015 -0.016 0.001
C 4.379 1.059 0.610 0.044 -0.033 0.017
C -5.568 -0.634 -1.932 -0.060 -0.028 0.013
H -4.977 -2.309 2.298 0.004 0.012 -0.008
H 0.061 2.019 -5.408 -0.039 -0.018 0.010
C 4.017 -2.660 -0.635 -0.064 0.045 -0.008
H -4.124 -0.157 1.469 -0.002 -0.018 0.014
C -3.123 6.086 2.989 -0.064 0.021 -0.133
H -1.524 1.198 -3.770 -0.003 -0.036 -0.032
O -0.103 -0.706 -5.039 0.022 -0.080 -0.031
C -0.886 2.531 -2.201 0.037 0.079 -0.040
C 3.710 -3.621 4.149 -0.049 -0.013 0.050
C 0.834 -2.630 -2.210 0.071 -0.135 0.256
H 3.740 -3.398 -1.391 0.022 -0.006 0.007
H -1.788 4.718 3.960 0.006 -0.016 -0.008
C 5.550 -4.258 0.430 0.022 0.026 -0.019
H -6.422 -1.263 -2.153 0.001 0.009 0.002
H 3.140 -4.466 4.550 0.009 0.000 -0.003
C 1.309 -2.642 -4.557 -0.183 -0.208 -0.181
C -2.781 3.578 -0.493 0.154 0.194 0.048
C -4.289 5.957 -0.485 0.071 -0.145 -0.042
H -4.724 2.069 -0.094 0.006 -0.010 -0.011
H -4.869 6.871 -0.448 -0.008 0.005 0.005
C 1.587 -3.335 -3.257 0.234 -0.084 -0.009
H 2.955 1.702 -2.842 0.002 -0.004 0.010
C 0.033 2.482 -4.431 0.004 0.012 -0.024
H -1.946 -4.358 2.604 0.018 0.011 -0.014
Cs 0.833 -0.545 0.466 -0.262 0.113 0.103
C -4.339 -0.889 -2.519 0.119 0.043 -0.007
C 5.345 -5.462 1.324 -0.010 0.002 0.028
O 0.760 -2.990 -1.002 -0.047 0.141 -0.015
N -3.190 -2.833 3.328 -0.028 0.011 0.046
H -3.426 -4.123 1.650 0.005 0.008 -0.004
C 0.409 -1.490 -4.241 0.071 0.218 0.015
H 4.807 -2.008 -1.020 -0.013 0.011 0.005
N 4.211 -3.921 2.828 0.025 0.044 0.046
O 0.896 -0.573 5.022 -0.046 0.039 -0.038
C -1.895 -2.642 1.289 0.121 0.023 0.092
N -1.396 -1.112 4.766 0.059 0.017 0.093
H 3.062 -2.753 4.101 -0.014 0.011 -0.017
C -4.195 5.226 -1.629 0.036 -0.019 0.071
C -2.823 4.355 0.717 0.047 -0.138 -0.102
C -3.613 5.547 0.689 -0.195 0.296 0.015
C -3.420 -0.869 1.901 0.020 0.044 -0.069
C -4.146 -1.828 2.836 0.031 -0.069 0.005
H -3.333 -1.815 0.071 0.023 0.033 -0.016
H 4.876 -5.791 3.405 0.000 -0.006 -0.010
H -1.077 -2.216 1.885 0.020 -0.081 -0.010
C -3.437 4.047 -1.608 -0.003 -0.023 -0.038
I -0.806 2.561 2.423 0.095 -0.121 -0.014
C 3.802 -3.143 1.766 -0.181 -0.009 -0.041
H 4.537 -3.412 4.836 0.019 -0.012 -0.017
H -2.269 -0.360 -2.636 0.109 0.038 -0.040
C -0.874 2.010 -3.490 -0.048 -0.005 0.088
C -2.153 4.103 1.965 -0.133 0.174 0.073
H -4.559 -1.290 3.692 0.008 0.022 0.000
C -5.690 0.432 -1.052 -0.004 0.023 0.008
H 3.129 -2.080 -0.431 -0.024 0.041 0.027
H 3.860 0.171 0.978 -0.016 -0.021 -0.037
H 4.104 3.974 -1.775 -0.024 -0.026 -0.002
H 4.440 -5.989 1.014 -0.007 0.015 -0.001
O 2.330 -4.301 -3.097 -0.058 0.027 -0.014
H 6.166 -4.623 3.136 0.016 -0.006 -0.021
H -4.378 7.265 1.730 0.002 0.012 0.022
H 1.619 4.801 -2.540 0.003 -0.006 -0.006
P -1.895 1.960 -0.777 -0.057 -0.183 -0.039
C -0.223 -0.881 4.860 -0.053 -0.131 -0.013
H -1.443 -3.151 0.438 0.042 -0.034 -0.031
H 4.274 0.661 -2.250 0.001 0.008 -0.007
N -2.711 -1.538 0.821 0.027 0.049 0.067
H -3.372 3.464 -2.520 -0.008 0.014 0.006
C -3.755 6.384 1.825 0.089 -0.095 0.079
O 2.880 -2.336 1.909 0.149 0.178 -0.135
H 4.809 3.968 -0.159 -0.029 -0.020 0.023
H 0.068 3.923 -0.859 -0.013 0.008 -0.011
H 6.185 -6.153 1.244 0.017 0.011 -0.002
P 3.299 2.078 -0.485 -0.106 -0.135 0.036
C 5.199 -4.977 2.750 -0.023 0.012 0.016
H -3.219 6.717 3.863 -0.002 -0.004 0.007
C 4.534 3.334 -1.003 0.113 0.086 -0.032
C 0.920 4.019 -2.816 0.011 0.039 0.039
H -4.217 -1.721 -3.201 -0.016 -0.005 0.002
H -2.691 -0.291 2.479 -0.005 -0.014 0.040
C -3.351 1.003 -1.376 -0.071 0.009 0.054
H 5.578 -4.557 -0.617 -0.017 -0.009 0.001
H 2.567 0.243 -1.983 -0.002 -0.046 0.070
C 0.033 3.531 -1.871 0.004 -0.040 -0.007
H -6.640 0.643 -0.575 0.001 -0.009 -0.001
C 0.922 3.493 -4.102 0.027 0.012 0.005
H -4.691 5.532 -2.540 -0.005 0.018 0.007
C -4.596 1.241 -0.781 -0.010 0.004 -0.069
N 4.456 -3.316 0.586 0.062 -0.203 -0.053
H 6.512 -3.777 0.656 0.001 -0.003 0.012
H -1.951 -1.837 4.266 -0.012 0.057 -0.081
H 5.441 2.869 -1.400 -0.016 -0.009 -0.005
H 5.296 0.731 0.112 -0.011 0.035 -0.034



Record 2
96
Properties=species:S:1:pos:R:3:forces:R:3 method="wB97M-V/def2-TZVPD" e_above_lowest_kcal_mol=0.0 gap_ev=5.81
C -0.694 1.594 -5.421 0.065 0.004 -0.025
C -0.079 2.387 -2.459 0.022 -0.035 0.011
H -0.120 3.155 -3.225 -0.001 0.001 0.000
H -0.609 -1.137 -6.349 -0.019 0.001 -0.001
C -1.458 5.753 -2.143 -0.035 0.001 -0.007
H -2.314 2.701 -4.487 0.010 -0.005 0.004
Sr 1.150 -0.036 0.005 0.451 -0.004 -0.020
H -2.562 -2.703 -6.214 0.005 0.001 -0.004
C -2.335 -2.016 -5.398 -0.032 -0.005 0.010
H -1.907 4.901 -2.657 0.010 -0.005 0.002
H -1.673 -5.040 2.366 0.014 0.004 0.008
H -0.443 -2.458 5.309 -0.006 0.001 -0.009
H -0.747 -6.324 -1.119 -0.016 0.004 0.013
C -0.021 4.244 -0.735 -0.004 0.026 0.014
N -0.057 2.052 -0.038 -0.124 0.258 0.007
H -0.762 5.291 2.352 0.012 -0.011 0.006
C -0.857 -1.617 -5.399 0.049 0.008 -0.023
H -0.335 -5.336 -2.495 -0.008 0.015 -0.004
C -0.040 5.436 1.544 -0.035 0.014 0.003
C -0.386 -1.077 2.851 0.078 -0.004 -0.066
H -2.604 -2.500 -4.457 0.005 0.002 -0.002
H -0.296 3.198 3.126 0.002 0.000 -0.002
H -3.143 -1.011 5.436 0.005 0.000 0.003
C 5.924 -1.552 -0.196 0.005 0.010 -0.001
C -0.264 -1.115 -2.897 0.058 -0.016 0.116
C -2.113 2.165 -5.416 -0.027 0.007 0.014
H 6.384 -2.527 -0.267 0.002 0.001 0.000
C -0.444 -2.399 2.398 0.014 0.014 -0.012
H -0.517 1.068 -6.363 -0.013 0.005 -0.002
C -0.971 -5.370 1.595 -0.048 -0.017 -0.013
C -0.151 1.067 -2.912 0.004 0.029 0.106
H -1.447 2.491 5.040 0.011 -0.001 -0.025
N 3.921 -0.255 -0.069 0.044 -0.043 0.004
C -0.822 1.651 5.355 -0.007 0.005 0.026
C 1.349 5.684 2.138 0.026 0.006 0.002
H 0.387 6.288 -1.163 -0.012 -0.002 0.008
H 0.328 2.870 6.752 -0.012 -0.006 0.002
H -0.786 -1.061 6.295 -0.017 0.001 0.000
H 1.073 2.702 5.158 -0.012 -0.004 -0.009
C -0.336 -2.432 -2.427 0.012 0.019 -0.019
H -2.971 -1.136 -5.505 0.004 0.002 -0.003
C 4.663 0.840 -0.018 0.010 0.026 0.004
H -0.238 -2.517 -5.347 -0.008 -0.004 0.010
C 0.286 -5.939 2.257 0.020 -0.002 0.012
H 1.696 4.805 2.686 0.003 0.000 -0.002
C -0.610 0.715 4.207 0.035 -0.001 0.032
C -0.974 -5.374 -1.609 0.025 -0.028 -0.006
H -0.665 -3.147 3.151 0.000 0.002 0.003
C -0.506 -0.699 -4.271 -0.031 -0.021 -0.006
H -2.678 -6.170 -2.717 0.019 -0.007 0.002
H -0.372 6.326 1.003 0.016 -0.001 -0.008
H -2.102 5.997 -1.296 0.005 0.001 0.001
H 3.912 -2.311 -0.199 0.000 0.003 0.003
C -0.636 -4.242 -0.689 0.005 -0.010 -0.003
C -0.279 1.107 2.846 -0.006 0.044 -0.118
C -0.200 2.420 2.376 0.021 -0.025 -0.021
H 0.599 5.220 -2.525 -0.011 -0.009 -0.006
H 0.027 2.416 -5.395 -0.008 0.001 0.008
C -0.044 5.418 -1.663 0.035 0.015 -0.004
C -1.043 -1.544 5.350 0.052 -0.003 0.021
H 2.073 5.889 1.345 -0.003 -0.006 -0.003
C 6.685 -0.393 -0.142 0.011 -0.007 0.000
C -0.436 0.662 -4.279 -0.011 0.000 -0.044
C -0.318 -2.881 -1.105 -0.020 0.006 -0.025
C -0.093 2.860 1.050 0.006 0.007 0.026
C -0.036 2.846 -1.137 -0.003 0.007 -0.018
H -2.805 -2.398 4.410 0.006 0.001 0.001
H -1.483 -6.163 1.045 0.013 0.001 -0.008
C 0.498 2.179 5.924 0.036 0.011 0.017
H -1.380 1.142 6.143 0.007 -0.003 0.001
H -2.776 -2.578 6.170 0.000 0.000 0.003
H 1.114 1.354 6.287 -0.007 0.000 0.003
H 0.978 -6.318 1.503 -0.003 0.001 -0.004
C -0.368 -2.867 1.082 -0.018 -0.004 0.028
H 1.350 6.534 2.822 -0.015 -0.001 0.001
H 6.605 1.758 -0.006 0.000 0.001 0.000
C -2.529 -1.908 5.345 -0.033 0.001 -0.011
C -0.669 -0.645 4.213 -0.059 -0.011 0.005
H 0.042 -6.756 2.938 -0.004 -0.002 -0.003
N -0.032 -0.030 -2.119 -0.156 -0.002 -0.285
N -0.123 -2.100 -0.010 -0.160 -0.258 -0.010
N -0.126 0.000 2.071 -0.169 -0.027 0.290
H -0.519 -3.192 -3.179 0.002 0.000 0.002
C -0.671 -4.232 0.670 0.009 0.005 0.020
H -1.457 6.603 -2.828 0.009 0.001 0.001
H -2.263 2.856 -6.248 -0.002 -0.006 -0.004
H -3.095 -5.438 -1.161 0.003 0.000 0.001
H 7.766 -0.442 -0.170 0.000 0.000 0.000
I 3.617 2.650 0.120 -0.052 0.011 0.009
C 6.050 0.833 -0.051 -0.013 -0.002 -0.001
C 4.549 -1.434 -0.157 -0.014 0.001 -0.007
H 0.809 -5.167 2.825 -0.001 0.001 -0.002
C -0.060 4.252 0.629 0.001 0.006 -0.010
H -2.852 1.366 -5.498 0.003 0.000 -0.004
H -2.688 -4.411 -2.530 -0.001 0.000 0.004
C -2.444 -5.352 -2.033 -0.026 0.008 -0.010